Entry 1:
DFT (ωB97M-V/def2-TZVPD) results for the ion C14H23N2O with charge +1 in a non-equilibrium geometry.

Geometry as ORCA input:
```
! wB97M-V def2-TZVPD RIJCOSX def2/J DEFGRID3
* xyz 1 1
O -0.99 1.46 3.16
C -1.15 0.96 2.00
C -0.02 0.46 1.19
C 1.37 0.56 1.27
C -0.37 -0.31 -0.03
N 1.90 -0.14 0.19
N 0.83 -0.61 -0.59
C 2.04 1.65 2.13
C 4.36 -0.97 0.28
C 1.03 -1.49 -2.89
C -2.54 1.75 -0.63
C -4.25 0.02 -0.22
C -2.61 0.53 1.62
C -1.82 -0.63 -0.35
C 3.30 -0.05 -0.28
C 0.89 -1.80 -1.40
C -2.84 0.46 0.08
H 1.38 2.39 2.32
H 2.47 1.14 3.01
H 2.92 2.17 1.78
H 4.20 -1.94 -0.20
H 4.11 -1.11 1.32
H 5.38 -0.64 0.19
H 0.63 -0.59 -3.23
H 0.51 -2.33 -3.39
H 2.14 -1.47 -2.93
H -2.92 1.76 -1.73
H -1.52 1.98 -0.62
H -3.14 2.57 -0.14
H -4.40 -0.99 0.19
H -4.96 0.70 0.20
H -4.40 0.05 -1.26
H -3.31 1.23 2.04
H -2.73 -0.41 2.13
H -1.94 -0.76 -1.47
H -1.84 -1.70 0.07
H 3.56 0.97 0.03
H 3.21 -0.12 -1.37
H 1.66 -2.51 -1.13
H -0.13 -2.29 -1.31
*
```

The calculation puts the energy above the lowest of the compared OMol25 structures with the same formula, charge and spin at 150.57 kJ/mol. Its structure (SMILES) is CCn1c(C)c2c([n+]1CC)CC(C)(C)CC2=O. The calculation puts the molecular weight at 235.35 g mol⁻¹. The value obtained for the total energy is -19910.6968 eV. The value obtained for the HOMO-LUMO gap is 0.34664 hartree.



Entry 2:
DFT (ωB97M-V/def2-TZVPD) results for a cluster of 3 separate species, C14H23NO7S2 in total in a non-equilibrium geometry.

Geometry as ORCA input:
```
! wB97M-V def2-TZVPD RIJCOSX def2/J DEFGRID3
* xyz 0 1
N -8.16 2.24 1.03
C -6.71 2.31 0.82
C -6.27 1.06 0.01
C -4.79 1.12 -0.24
C -3.86 1.23 0.71
C -2.52 1.20 0.03
O -1.50 1.37 0.55
O -2.67 0.93 -1.32
C -4.02 1.03 -1.54
O -4.56 1.08 -2.57
H -8.67 2.43 0.17
H -8.38 3.01 1.66
H -6.22 2.24 1.80
H -6.38 3.21 0.27
H -6.44 0.19 0.67
H -6.87 0.89 -0.90
H -4.04 1.33 1.77
C 0.31 -0.44 -1.57
C 1.79 -0.84 -1.58
C 1.85 -2.36 -1.69
S 0.36 -2.87 -2.54
O -0.46 -3.64 -1.63
O 0.70 -3.36 -3.86
C -0.35 -1.23 -2.69
H 0.17 0.63 -1.71
H -0.14 -0.71 -0.61
H 2.27 -0.39 -2.46
H 2.31 -0.48 -0.70
H 2.71 -2.70 -2.25
H 1.85 -2.83 -0.70
H -1.43 -1.29 -2.61
H -0.07 -0.84 -3.67
C 6.21 -0.79 2.63
C 6.41 0.52 1.85
C 5.43 0.51 0.68
S 4.03 -0.48 1.20
O 3.98 -1.66 0.37
O 2.88 0.37 1.39
C 4.70 -0.94 2.79
H 6.71 -0.78 3.59
H 6.60 -1.63 2.05
H 6.20 1.36 2.51
H 7.44 0.62 1.50
H 5.08 1.52 0.44
H 5.86 0.05 -0.21
H 4.39 -1.95 3.04
H 4.31 -0.24 3.53
*
```

Its structure (SMILES) is NCCC1=CC(=O)OC1=O.O=S1(=O)CCCC1.O=S1(=O)CCCC1. The calculation puts the molecular weight at 381.47 g mol⁻¹. The value obtained for the total energy is -52383.0286 eV. The value obtained for the HOMO-LUMO gap is 0.34224 hartree.



Entry 3:
DFT (ωB97M-V/def2-TZVPD) results for a structure of composition C14H24GeN2OSe4TeTi in a non-equilibrium geometry.

Geometry as ORCA input:
```
! wB97M-V def2-TZVPD RIJCOSX def2/J DEFGRID3
* xyz -1 2
Ti -0.21 2.65 -0.93
Se 2.51 2.21 -1.67
Se 2.19 4.39 -1.33
Te -1.39 5.65 -2.03
Se -2.38 1.88 -0.42
Se -0.95 5.29 0.36
C -0.79 3.82 -2.69
N -0.41 2.77 -3.05
C -0.40 -2.67 2.69
C 0.90 -2.68 1.90
C 0.72 -2.13 0.48
C 0.37 -0.65 0.46
Ge 0.36 0.15 -1.41
C -1.11 -0.54 -2.63
C -1.38 -2.04 -2.60
C -0.23 -2.90 -3.14
C 0.02 -2.68 -4.62
H -0.27 -3.16 3.65
H -1.18 -3.20 2.14
H -0.75 -1.65 2.86
H 1.27 -3.70 1.83
H 1.65 -2.08 2.42
H -0.05 -2.70 -0.03
H 1.66 -2.26 -0.07
H 1.11 -0.11 1.05
H -0.62 -0.46 0.89
H 1.64 -0.58 -2.01
H -0.88 -0.21 -3.64
H -2.03 -0.03 -2.33
H -2.28 -2.24 -3.19
H -1.59 -2.33 -1.57
H -0.49 -3.95 -2.97
H 0.67 -2.67 -2.57
H -0.90 -2.80 -5.18
H 0.75 -3.39 -4.99
H 0.41 -1.68 -4.79
O 0.62 2.50 0.65
N 0.45 2.38 1.95
C 1.55 2.09 2.70
C 1.45 1.91 4.05
C 0.21 2.05 4.68
C -0.89 2.37 3.88
C -0.76 2.53 2.53
H 2.47 1.99 2.14
H 2.33 1.66 4.61
H 0.11 1.93 5.75
H -1.87 2.50 4.32
H -1.60 2.77 1.88
*
```

The calculation puts the energy above the lowest of the compared OMol25 structures with the same formula, charge and spin at 484.58 kJ/mol. The calculation puts the molecular weight at 800.28 g mol⁻¹. The value obtained for the total energy is -368244.5345 eV. The value obtained for the HOMO-LUMO gap (alpha / beta) is 0.18645 / 0.18072 hartree.



Entry 4:
DFT (ωB97M-V/def2-TZVPD) results for the ion C14H24N3 with charge +1 in a non-equilibrium geometry.

Geometry as ORCA input:
```
! wB97M-V def2-TZVPD RIJCOSX def2/J DEFGRID3
* xyz 1 1
C -1.09 0.15 3.00
C -1.71 0.06 1.98
N -2.64 -0.12 0.99
C -3.76 0.67 0.67
C -4.04 1.92 1.46
N -4.39 0.20 -0.33
N -3.67 -0.91 -0.67
C -2.63 -1.13 0.08
C -1.72 -2.29 -0.19
C -0.72 -2.68 0.93
C 0.74 -2.17 0.70
C 0.84 -0.82 -0.06
C 1.14 -0.94 -1.60
C 2.30 -0.05 -2.11
C 2.29 1.40 -1.55
C 3.46 1.60 -0.54
C 3.71 3.09 -0.19
H -0.47 0.32 3.86
H -4.80 2.48 0.90
H -4.31 1.72 2.50
H -3.13 2.53 1.44
H -4.02 -1.45 -1.46
H -1.20 -2.15 -1.15
H -2.37 -3.17 -0.35
H -0.66 -3.78 0.92
H -1.10 -2.44 1.94
H 1.17 -2.01 1.70
H 1.36 -2.91 0.17
H 1.64 -0.24 0.42
H -0.07 -0.19 0.04
H 1.26 -2.01 -1.84
H 0.23 -0.62 -2.14
H 2.17 0.03 -3.20
H 3.27 -0.55 -1.97
H 1.33 1.71 -1.10
H 2.53 2.10 -2.38
H 3.26 1.08 0.42
H 4.39 1.16 -0.93
H 3.52 3.72 -1.07
H 4.77 3.24 0.07
H 3.11 3.43 0.66
*
```

The calculation puts the energy above the lowest of the compared OMol25 structures with the same formula, charge and spin at 58.22 kJ/mol. Its structure (SMILES) is C#Cn1c(C)n[nH+]c1CCCCCCCCC. The calculation puts the molecular weight at 234.37 g mol⁻¹. The value obtained for the total energy is -19368.6956 eV. The value obtained for the HOMO-LUMO gap is 0.35657 hartree.



Entry 5:
DFT (ωB97M-V/def2-TZVPD) results for a structure of composition C14H24N4O7PRhSTe2.

Geometry as ORCA input:
```
! wB97M-V def2-TZVPD RIJCOSX def2/J DEFGRID3
* xyz -2 1
Rh 0.22 1.31 -0.27
O -5.55 1.94 -1.16
C -4.96 3.08 -0.84
O -5.57 4.12 -0.71
C -3.48 3.04 -0.67
C -2.72 4.15 -0.36
N -1.43 3.75 -0.32
N -1.33 2.44 -0.56
C -2.55 1.98 -0.78
C -2.67 0.48 -1.07
O -3.83 0.02 -1.19
O -1.57 -0.11 -1.13
H -4.88 1.17 -1.29
H -3.01 5.17 -0.21
H -0.58 4.25 -0.12
Te 1.64 2.84 -2.01
C 3.28 3.34 -0.70
H 3.14 2.80 0.24
H 3.28 4.41 -0.50
H 4.21 3.03 -1.16
S 0.56 2.40 1.90
C -0.17 0.85 1.94
N 0.60 -0.23 2.39
C 0.06 -1.57 2.19
C -1.35 -1.63 2.77
C -2.18 -0.57 2.07
N -1.54 0.72 2.26
H 1.53 -0.15 2.01
H 0.73 -2.28 2.68
H 0.03 -1.83 1.12
H -1.31 -1.43 3.84
H -1.78 -2.62 2.60
H -3.19 -0.52 2.47
H -2.25 -0.84 1.00
H -2.07 1.50 1.90
C 0.44 -1.07 -3.49
C 0.89 -1.95 -2.36
O 2.30 -1.74 -2.09
P 2.74 -1.09 -0.69
O 1.71 -0.14 -0.17
Te 5.03 -0.51 -0.84
O 2.56 -2.34 0.34
C 3.32 -3.52 0.21
C 3.10 -4.35 1.45
H -0.58 -1.33 -3.78
H 1.11 -1.20 -4.35
H 0.46 -0.02 -3.20
H 0.80 -3.01 -2.61
H 0.30 -1.76 -1.46
H 4.38 -3.27 0.08
H 2.99 -4.06 -0.69
H 3.40 -3.79 2.34
H 3.70 -5.27 1.41
H 2.05 -4.63 1.56
*
```

The calculation puts the energy above the lowest of the compared OMol25 structures with the same formula, charge and spin at 71.66 kJ/mol. The calculation puts the molecular weight at 781.51 g mol⁻¹. The value obtained for the total energy is -72925.2881 eV. The value obtained for the HOMO-LUMO gap is 0.18002 hartree.



Entry 6:
DFT (ωB97M-V/def2-TZVPD) results for a cluster of 3 separate species, C14H25BClF6N4O6 in total in a non-equilibrium geometry.

Geometry as ORCA input:
```
! wB97M-V def2-TZVPD RIJCOSX def2/J DEFGRID3
* xyz 1 1
C -1.10 -1.18 0.83
B -2.27 -0.28 0.36
O -3.55 -0.75 0.23
N -2.07 1.23 0.08
C -3.29 2.00 0.40
C -3.04 3.50 0.30
O -2.71 4.19 1.18
Cl -3.24 4.12 -1.35
C -1.49 1.45 -1.16
N -2.23 1.31 -2.28
N -0.22 1.72 -1.25
C 0.73 1.92 -0.14
C 0.41 3.14 0.73
N 1.60 3.85 1.17
H -0.84 -1.89 0.03
H -0.20 -0.65 1.13
H -1.45 -1.80 1.67
H -3.89 -0.86 -0.66
H -4.17 1.71 -0.17
H -3.50 1.83 1.46
H -1.84 1.60 -3.17
H -3.22 1.52 -2.21
H 0.20 1.80 -2.18
H 0.79 1.00 0.44
H 1.69 2.04 -0.65
H -0.25 3.82 0.16
H -0.17 2.83 1.61
H 2.44 3.64 0.66
H 1.78 3.78 2.16
C -2.66 -5.12 5.50
C -1.24 -5.65 5.43
O -0.94 -6.15 4.10
C -0.58 -5.26 3.20
O -0.46 -4.07 3.33
C -0.26 -5.97 1.86
F -1.18 -6.87 1.54
F 0.93 -6.58 1.94
F -0.20 -5.07 0.87
H -3.37 -5.89 5.21
H -2.88 -4.82 6.53
H -2.79 -4.25 4.86
H -1.10 -6.51 6.07
H -0.51 -4.88 5.68
C 3.13 3.11 -5.75
C 3.53 1.72 -5.31
O 4.30 1.78 -4.07
C 3.64 1.84 -2.95
O 2.44 1.85 -2.79
C 4.63 1.87 -1.75
F 5.62 2.73 -1.95
F 5.14 0.66 -1.55
F 3.97 2.24 -0.63
H 4.00 3.75 -5.85
H 2.63 3.05 -6.71
H 2.44 3.57 -5.03
H 4.22 1.26 -6.02
H 2.68 1.07 -5.16
*
```

The calculation puts the molecular weight at 505.63 g mol⁻¹. The value obtained for the total energy is -62669.5778 eV. The value obtained for the HOMO-LUMO gap is 0.32526 hartree.